3 unconnected molecules or ions with the total composition C4H12N2O3 in a non-equilibrium geometry, computed with ωB97M-V with the def2-TZVPD basis set.

Structure (XYZ):
```
21
Properties=species:S:1:pos:R:3:forces:R:3:mulliken_charge:R:1
O 0.589 0.588 0.876 0.00 -0.05 -0.01 -0.38
O 1.362 -0.863 -2.416 -0.06 -2.22 -0.47 -0.48
O -0.354 1.214 -2.235 0.44 -0.17 -0.23 -0.44
N 2.243 -0.667 -1.302 0.08 -0.51 0.07 -0.51
N -1.089 -1.028 -1.991 0.24 0.55 0.06 -0.67
C 0.069 -0.257 1.888 -0.12 -0.12 0.06 -0.27
C 0.040 1.888 0.841 -0.03 -0.03 0.02 -0.82
C -0.613 0.080 -2.219 -1.85 -0.55 0.50 0.93
C -1.369 -0.702 1.639 0.27 0.20 -0.04 -1.02
H 1.652 -0.344 -0.533 0.08 0.17 -0.20 0.44
H 0.151 0.243 2.864 0.04 -0.04 -0.07 0.34
H 0.733 -1.125 1.890 -0.05 0.05 0.07 0.27
H -2.069 0.120 1.774 -0.07 0.02 0.01 0.31
H -1.633 -1.493 2.338 -0.04 -0.04 0.07 0.39
H 0.968 -1.830 -2.412 1.64 2.78 0.53 0.36
H 0.149 2.383 1.813 0.00 -0.02 -0.03 0.31
H -1.466 -1.079 0.622 -0.02 -0.05 -0.04 0.17
H -1.018 1.875 0.558 0.03 0.02 0.02 0.32
H 0.594 2.436 0.083 -0.06 0.05 0.04 0.26
H -1.765 -1.563 -2.496 -0.21 0.23 -0.27 0.22
H 2.826 0.124 -1.582 -0.28 -0.28 -0.09 0.28
```
Forces are in eV/Å.

Results
Structure (SMILES): N=C=O.CCOC.NO
Relative energy (zero: lowest compared OMol25 entry of this formula, charge and spin) (eV): 3.8537
Maximum force (eV/Å): 3.266
Calculated total energy (eV): -13462.44747
HOMO-LUMO gap (Eh): 0.36478

***

13 unconnected molecules or ions with the total composition C17H5Cl48F4N2O4P in a non-equilibrium geometry, computed with ωB97M-V with the def2-TZVPD basis set.

Structure (XYZ):
```
81
Properties=species:S:1:pos:R:3:forces:R:3:mulliken_charge:R:1
Cl -6.267 2.597 -4.967 0.01 0.00 -0.01 -0.10
Cl 6.032 8.328 4.543 0.01 -0.01 0.00 -0.09
Cl -1.909 0.038 1.771 0.03 0.02 0.04 -0.10
Cl 0.849 0.696 -3.931 -0.02 0.03 0.03 -0.09
Cl 7.021 6.402 -5.322 0.00 -0.01 0.01 -0.05
Cl 1.893 4.279 1.657 0.02 -0.02 -0.01 -0.07
Cl 1.796 4.444 4.534 0.01 -0.02 0.01 -0.12
Cl 5.684 3.518 1.036 -0.02 0.01 0.01 -0.06
Cl -1.346 4.700 0.057 -0.10 -0.06 -0.33 0.01
Cl -0.678 -10.656 2.977 -0.01 -0.01 0.00 -0.10
Cl 3.861 2.651 -3.582 0.05 0.13 -0.36 -0.04
Cl 0.157 -11.040 0.243 -0.01 -0.01 -0.01 -0.10
Cl 4.146 0.414 -5.395 -0.01 -0.01 0.00 -0.07
Cl -3.989 -1.339 0.333 -0.34 0.24 -0.13 -0.05
Cl 6.487 1.564 -4.180 0.00 0.01 -0.21 -0.08
Cl 5.052 7.971 -6.729 -0.01 0.00 0.00 -0.09
Cl 2.183 6.833 2.973 -0.06 -0.18 0.02 -0.01
Cl 3.942 9.397 2.873 0.10 0.21 -0.07 -0.11
Cl 4.048 -5.951 4.543 0.01 0.00 0.00 -0.11
Cl -3.754 3.577 7.502 -0.01 0.00 0.00 -0.11
Cl -0.600 -8.412 1.165 -0.01 -0.03 -0.01 0.03
Cl -0.376 5.502 2.947 0.28 0.06 0.34 0.02
Cl 2.738 -0.090 -1.876 -0.17 -0.13 0.01 -0.01
Cl -7.915 4.376 -3.405 0.00 0.01 0.00 -0.10
Cl -3.535 5.971 1.455 0.03 -0.01 0.02 -0.10
Cl 8.067 2.147 0.160 0.01 -0.01 -0.01 -0.10
Cl 5.519 1.528 -1.041 0.14 -0.04 0.44 0.01
Cl 3.601 9.321 5.733 -0.01 0.00 0.01 -0.09
Cl -0.094 -0.177 -1.352 -0.01 -0.01 0.05 0.01
Cl 7.788 7.938 -7.640 0.01 0.00 -0.01 -0.10
Cl 1.069 -2.074 -3.174 0.43 0.65 0.08 -0.04
Cl 1.325 -5.967 3.598 0.12 -0.17 0.13 0.01
Cl 1.938 -6.932 6.248 0.00 -0.01 0.01 -0.11
Cl -2.606 -10.459 0.843 -0.06 -0.06 0.02 -0.17
Cl -3.223 2.352 4.942 0.02 0.02 0.01 0.00
Cl -4.638 0.185 2.694 -0.03 -0.03 -0.03 -0.10
Cl -6.251 2.424 -2.089 -0.08 -0.14 0.00 -0.02
Cl 6.789 4.070 -1.566 -0.01 0.01 -0.01 -0.04
Cl 2.121 -4.116 5.654 0.00 0.01 0.01 -0.11
Cl -8.572 1.572 -3.569 -0.01 -0.01 0.00 -0.10
Cl 5.486 11.160 4.554 0.00 0.01 0.00 -0.10
Cl -2.726 5.162 5.322 -0.09 0.04 0.12 -0.09
Cl -2.648 7.005 -1.090 -0.03 -0.01 -0.01 -0.10
Cl -3.848 1.543 0.271 0.07 -0.05 0.14 0.13
Cl 5.038 3.045 -6.180 -0.01 -0.03 0.06 -0.03
Cl -1.038 3.210 6.615 0.03 0.01 0.01 -0.08
Cl -4.022 4.464 -0.948 -0.10 0.29 -0.18 0.00
Cl 6.139 5.593 -7.943 0.04 0.07 -0.13 -0.10
P -4.346 -7.164 -1.613 -1.22 -0.35 0.03 0.06
F -2.171 -5.500 1.578 -0.34 0.07 0.07 -0.27
F -2.420 -3.294 1.636 -0.18 -0.47 0.34 -0.26
F -0.007 -3.876 2.192 -0.04 0.51 -0.10 -0.28
F 0.216 -5.309 0.597 0.11 0.01 -0.30 -0.24
O -0.637 -4.011 -3.095 -0.92 -1.36 -0.02 -0.57
O -3.896 -4.463 -0.532 0.08 -0.32 0.11 -0.25
O -2.912 -7.863 -1.311 0.27 0.18 -0.05 -0.19
O -4.899 -6.043 0.700 -0.34 -0.01 0.24 -0.43
N -1.764 -5.193 -1.360 -0.26 0.33 -0.30 -0.29
N -4.045 -6.404 -3.115 0.28 -0.44 0.01 -0.59
C -1.926 -4.343 0.941 0.82 0.18 -0.40 1.13
C 1.153 -0.412 -2.594 0.02 -0.04 0.01 0.18
C 4.768 9.553 4.429 -0.01 -0.03 0.03 0.37
C -1.231 -4.616 -2.295 0.61 0.40 0.21 0.63
C -2.683 3.575 6.098 -0.07 -0.04 -0.06 0.28
C -3.605 0.105 1.266 0.10 -0.01 -0.07 0.15
C 6.515 2.815 -0.354 -0.02 0.00 0.07 0.18
C 4.881 1.917 -4.831 -0.02 0.04 0.01 0.23
C -0.920 -10.139 1.311 0.08 0.13 0.02 0.31
C -2.884 5.542 -0.134 0.10 -0.14 0.05 0.19
C -2.520 -4.284 -0.472 0.25 0.21 -0.59 -0.75
C -0.386 -4.142 0.924 -0.29 -0.40 0.39 0.08
C 6.500 6.979 -6.908 -0.01 -0.02 0.05 0.33
C 1.369 5.266 3.032 -0.05 0.07 -0.05 0.20
C -4.377 -5.775 -0.329 0.73 0.20 -0.03 0.60
C -7.253 2.742 -3.510 0.01 0.04 -0.02 0.29
C 2.355 -5.743 5.007 -0.01 -0.04 0.00 0.30
H -4.874 -6.558 -3.681 0.00 0.17 -0.01 0.30
H -2.337 -3.263 -0.823 -0.23 0.10 0.30 0.69
H -3.307 -6.926 -3.586 0.20 0.32 0.04 0.25
H -3.021 -8.594 -0.686 0.07 -0.05 -0.07 0.14
H -0.067 -3.342 0.253 0.08 0.00 0.03 0.27
```
Forces are in eV/Å.

Results
Relative energy (zero: lowest compared OMol25 entry of this formula, charge and spin) (eV): 0.0000
Maximum force (eV/Å): 1.636
Calculated total energy (eV): -650111.13537
HOMO-LUMO gap (Eh): 0.32931

***

A molecular structure, C33H29N2PPtS4 in a non-equilibrium geometry, computed with ωB97M-V with the def2-TZVPD basis set.

Structure (XYZ):
```
70
Properties=species:S:1:pos:R:3:forces:R:3:mulliken_charge:R:1
Pt -1.914 0.184 -0.599 -0.12 0.34 -0.09 0.56
S -2.943 -3.850 -0.121 -0.11 0.68 -0.60 -0.02
S -3.792 -2.373 0.768 0.23 -0.42 0.19 -0.11
S -2.975 -3.029 -2.204 -0.60 0.40 0.74 0.02
S -3.886 -1.368 -1.885 0.71 -0.70 -0.18 0.00
P -0.175 -0.113 1.093 0.02 1.13 -0.30 1.07
N -0.677 -0.367 -2.228 -1.02 0.94 0.14 1.23
N -0.860 0.291 -3.278 1.91 -0.46 -0.02 -1.00
C 3.380 -1.363 2.772 0.05 -0.03 0.04 -0.72
C -3.224 2.814 -4.423 -0.17 0.23 -0.02 -0.63
C -0.744 1.177 2.251 -0.10 -0.06 -0.02 1.41
C 3.122 -2.654 -1.293 0.00 -0.17 0.04 -0.85
C -1.872 1.198 -3.265 -1.90 0.62 0.34 0.96
C 1.620 -2.445 3.979 -0.06 -0.02 0.02 -0.83
C 2.971 -2.231 3.772 0.02 0.00 0.01 -0.87
C -0.477 2.597 4.182 0.09 0.04 0.07 -0.68
C 2.381 0.929 -2.016 -0.03 -0.11 0.05 -0.42
C 1.071 -0.965 2.164 -0.18 -0.44 -0.10 0.59
C 2.438 -1.903 -3.572 -0.09 0.02 -0.07 -0.56
C -2.659 1.349 -2.090 0.76 -0.70 0.18 -1.17
C 2.436 -0.740 1.974 -0.04 0.03 0.04 -0.40
C 1.525 1.968 0.374 -0.04 -0.11 -0.04 -0.18
C -2.873 1.263 0.887 0.00 -0.83 -0.33 -1.81
C 1.273 -1.291 -3.383 0.04 0.13 0.11 -1.48
C 0.675 -0.936 -2.030 0.67 -0.83 -0.57 1.88
C 2.479 2.650 -0.358 0.04 0.06 -0.01 -0.90
C 1.794 -2.840 -0.625 0.02 0.16 -0.21 0.55
C 2.928 2.111 -1.549 0.01 0.02 0.02 -1.08
C 3.396 -2.294 -2.544 0.14 -0.01 0.05 -0.42
C -2.144 1.961 -4.409 0.41 -0.35 0.08 -0.40
C -2.374 2.872 2.735 0.05 -0.05 0.03 -0.94
C -1.967 1.789 1.948 0.04 0.04 0.18 0.25
C -1.645 3.268 3.841 -0.04 0.03 -0.09 -0.79
C 0.654 -1.821 3.195 0.09 0.04 -0.10 0.73
C 0.529 -2.278 -1.278 -0.05 0.11 0.20 -0.73
C -3.763 2.177 -2.152 -0.36 0.29 -0.08 -0.12
C -4.050 2.904 -3.304 0.16 -0.25 0.10 -0.72
C -0.023 1.564 3.383 -0.04 0.02 0.01 -0.36
C 1.412 0.222 -1.304 -0.23 0.22 0.07 0.21
C -0.798 -2.049 3.482 -0.01 0.03 0.05 -1.48
C 0.993 0.752 -0.059 0.19 -0.06 0.02 -0.06
H -0.941 -2.947 4.082 -0.02 0.01 -0.01 0.48
H 0.084 2.894 5.059 0.02 -0.01 -0.01 0.45
H -0.228 -2.178 -0.497 -0.10 -0.07 -0.04 -0.38
H 1.894 -2.435 0.378 -0.03 -0.06 0.06 -0.37
H 2.711 0.549 -2.970 -0.02 -0.02 -0.03 0.54
H 2.756 -2.092 -4.593 -0.11 -0.01 -0.03 0.42
H 3.701 -2.739 4.389 0.00 0.01 0.01 0.36
H 1.296 -3.117 4.765 0.00 0.00 0.01 0.43
H 2.868 3.592 0.006 0.00 0.01 0.01 0.44
H -3.553 2.043 0.552 0.03 -0.02 -0.06 0.36
H -3.297 3.381 2.483 -0.02 -0.01 0.02 0.44
H 0.903 1.062 3.633 0.02 0.00 0.00 0.42
H -3.469 0.444 1.308 -0.22 0.28 0.30 0.32
H 0.127 -2.989 -2.000 -0.02 0.00 -0.01 0.50
H 0.658 -1.030 -4.232 0.06 -0.02 -0.05 0.37
H -1.363 -2.154 2.560 -0.21 -0.04 -0.11 0.15
H 2.778 -0.080 1.190 0.01 -0.04 -0.01 0.30
H 4.433 -1.180 2.602 0.00 0.02 -0.01 0.48
H 3.685 2.616 -2.135 -0.01 0.01 0.00 0.43
H 1.644 -3.918 -0.493 0.00 0.01 0.08 0.63
H -4.445 2.260 -1.315 0.10 0.02 0.06 0.39
H -1.478 1.876 -5.259 -0.07 -0.07 -0.06 0.47
H -1.994 4.096 4.445 0.01 0.00 0.02 0.38
H -1.216 -1.201 4.030 -0.03 -0.01 -0.02 0.26
H 4.435 -2.302 -2.859 0.01 0.00 0.05 0.37
H -4.926 3.538 -3.326 0.01 0.04 -0.02 0.41
H -3.444 3.413 -5.297 0.05 -0.04 -0.03 0.38
H 3.957 -2.917 -0.649 0.05 0.02 -0.06 0.40
H 1.182 2.385 1.311 0.03 0.02 0.02 0.40
```
Forces are in eV/Å.

Results
Relative energy (zero: lowest compared OMol25 entry of this formula, charge and spin) (eV): 3.8340
Maximum force (eV/Å): 2.027
Calculated total energy (eV): -93546.40620
HOMO-LUMO gap (Eh): 0.19185

***

A single C2H4FNO2 molecule in a non-equilibrium geometry, computed with ωB97M-V with the def2-TZVPD basis set.

Structure (XYZ):
```
10
Properties=species:S:1:pos:R:3:forces:R:3:mulliken_charge:R:1
F -0.564 -0.253 -1.608 0.11 -1.83 0.49 -0.28
O 1.736 0.169 0.822 1.61 -0.50 0.53 -0.50
O -0.850 -1.630 0.277 -0.46 -2.16 -2.07 -0.47
N -0.096 1.434 0.304 2.67 0.12 0.76 -0.44
C 0.012 -0.959 -0.522 0.73 3.15 2.21 0.32
C 0.694 0.223 0.271 -3.03 2.00 -1.14 0.33
H 0.399 2.337 0.236 0.33 -1.12 0.73 0.24
H -1.202 -1.293 1.069 -0.37 1.57 1.16 0.34
H 0.814 -1.644 -0.718 0.13 -0.32 -1.44 0.24
H -0.944 1.615 -0.133 -1.72 -0.91 -1.24 0.23
```
Forces are in eV/Å.

Results
Structure (SMILES): NC(=O)[C@@H](O)F
Relative energy (zero: lowest compared OMol25 entry of this formula, charge and spin) (eV): 0.6941
Maximum force (eV/Å): 3.920
Calculated total energy (eV): -10440.84439
HOMO-LUMO gap (Eh): 0.40330

***

2 unconnected molecules or ions with the total composition C4H12N4 in a non-equilibrium geometry, computed with ωB97M-V with the def2-TZVPD basis set.

Structure (XYZ):
```
20
Properties=species:S:1:pos:R:3:forces:R:3:mulliken_charge:R:1
N 0.631 -1.104 -1.220 0.31 0.73 -0.39 -0.30
N -1.634 2.343 1.965 0.46 -0.71 0.76 -0.68
N 0.044 0.757 1.220 -1.03 0.44 -0.56 -0.52
N -2.248 0.175 1.315 -0.34 0.47 -0.01 -0.52
C 1.971 -0.886 -1.529 1.69 -0.52 1.02 0.16
C -1.315 1.173 1.528 2.49 1.02 -0.07 0.50
C -0.399 -0.794 -2.201 -0.18 0.17 -0.46 -0.80
C 3.043 -1.471 -0.903 -0.79 0.53 -0.82 -0.85
H 2.937 -2.187 -0.079 -0.16 0.19 -0.46 0.23
H 0.631 1.601 1.087 -0.52 -1.06 0.05 0.25
H -3.064 0.374 1.871 -0.34 0.12 -0.10 0.30
H 2.148 -0.074 -2.242 -0.12 -0.46 0.00 0.23
H -1.892 -0.718 1.586 0.32 -0.57 -0.07 0.23
H 0.477 -1.940 -0.714 -0.14 -0.84 0.45 0.19
H -0.626 -1.639 -2.896 0.35 0.59 0.34 0.29
H 0.146 0.078 0.411 -0.18 1.15 1.16 0.31
H -1.347 -0.548 -1.682 0.53 0.11 -0.31 0.24
H -0.831 2.908 2.338 -0.81 -0.79 -1.16 0.22
H 4.083 -1.271 -1.221 -0.92 0.15 0.22 0.23
H -0.025 0.086 -2.784 -0.63 -0.72 0.39 0.28
```
Forces are in eV/Å.

Results
Structure (SMILES): N=C(N)N.C=CNC
Relative energy (zero: lowest compared OMol25 entry of this formula, charge and spin) (eV): 1.0388
Maximum force (eV/Å): 2.695
Calculated total energy (eV): -10302.23282
HOMO-LUMO gap (Eh): 0.33819

***

A gas-phase ion, C4H5N2O2S2 (charge -1) in a non-equilibrium geometry, computed with ωB97M-V with the def2-TZVPD basis set.

Structure (XYZ):
```
15
Properties=species:S:1:pos:R:3:forces:R:3:mulliken_charge:R:1
S -2.899 -0.687 0.920 -1.23 -0.25 -1.37 0.21
S 1.181 -1.254 -0.472 -0.04 0.68 -0.06 -0.05
O 2.690 0.401 1.564 -1.27 1.03 2.10 -0.64
O 4.616 0.073 0.428 1.95 0.54 0.45 -0.74
N -4.448 -0.776 0.515 -0.92 -0.48 0.64 -0.60
N 2.756 -0.651 -0.485 0.92 -0.39 -0.40 -0.33
C 3.426 0.039 0.693 -0.45 -1.54 -2.31 0.65
C -2.280 0.289 -0.262 0.05 0.54 0.62 -0.35
C 0.353 0.315 -0.597 -1.25 -1.20 0.91 -0.23
C -0.935 0.777 -0.462 1.09 0.05 -0.19 -0.14
H 3.576 -1.041 -1.023 -2.00 0.16 0.28 0.25
H -2.971 1.020 -0.729 -0.27 -1.17 0.25 0.27
H -5.170 -1.321 1.085 2.30 0.91 -0.39 0.18
H 1.193 0.963 -0.591 0.23 1.19 -0.38 0.31
H -1.090 1.854 -0.584 0.88 -0.08 -0.15 0.19
```
Forces are in eV/Å.

Results
Total charge: -1
Relative energy (zero: lowest compared OMol25 entry of this formula, charge and spin) (eV): 1.0020
Maximum force (eV/Å): 2.807
Calculated total energy (eV): -32973.05357
HOMO-LUMO gap (spin up / spin down) (Eh): 0.24141 / 0.23709

***

A single C4H6O2 molecule in a non-equilibrium geometry, computed with ωB97M-V with the def2-TZVPD basis set.

Structure (XYZ):
```
12
Properties=species:S:1:pos:R:3:forces:R:3:mulliken_charge:R:1
O 1.042 -0.219 -0.654 0.55 0.15 0.21 -0.31
O 2.214 0.201 1.245 -0.73 -0.05 0.35 -0.47
C -1.400 -0.476 -0.606 -0.06 -0.12 -0.14 -0.56
C -0.122 -0.419 0.152 0.00 -0.07 0.01 0.09
C 2.144 0.092 0.052 0.44 0.00 0.94 0.06
C -1.087 0.714 0.269 0.02 0.16 0.09 -0.49
H 3.098 0.231 -0.457 -0.46 -0.13 -1.30 0.40
H -2.155 -1.185 -0.282 0.13 0.10 -0.04 0.24
H -1.337 -0.332 -1.680 0.00 -0.01 0.16 0.22
H -1.620 0.836 1.207 0.12 -0.03 -0.15 0.22
H 0.046 -1.074 1.003 0.00 0.16 -0.20 0.36
H -0.821 1.638 -0.233 -0.02 -0.15 0.07 0.24
```
Forces are in eV/Å.

Results
Structure (SMILES): O=COC1CC1
Relative energy (zero: lowest compared OMol25 entry of this formula, charge and spin) (eV): 1.3963
Maximum force (eV/Å): 1.387
Calculated total energy (eV): -8339.06482
HOMO-LUMO gap (Eh): 0.42909

***

A molecular structure, HO3PS2 in a non-equilibrium geometry, computed with ωB97M-V with the def2-TZVPD basis set.

Structure (XYZ):
```
7
Properties=species:S:1:pos:R:3:forces:R:3:mulliken_charge:R:1
S -3.651 0.880 0.307 1.80 -1.65 0.31 0.14
S -3.039 -0.600 -1.095 0.13 -0.24 0.08 -0.18
P -1.416 -0.722 0.315 -0.56 0.88 -0.07 1.02
O -0.655 -1.907 0.772 -1.48 1.04 -0.35 -0.56
O -2.405 0.119 1.315 -0.05 0.09 -0.06 -0.31
O -0.425 0.388 -0.267 -0.33 -0.10 0.10 -0.45
H 0.476 0.103 -0.100 0.48 -0.02 0.00 0.34
```
Forces are in eV/Å.

Results
Relative energy (zero: lowest compared OMol25 entry of this formula, charge and spin) (eV): 0.0000
Maximum force (eV/Å): 2.462
Calculated total energy (eV): -37119.13931
HOMO-LUMO gap (Eh): 0.30736